Molecular formula: C72H147N10O10
Method: DFT, ωB97M-V/def2-TZVPD

Summary:
Multiplicity: 8
M: 1313.03 g/mol
⟨S²⟩: 15.7822
Gap between HOMO and LUMO (alpha / beta): 7.6 / 8.6 eV
Energy above the lowest of the compared OMol25 structures with the same formula, charge and spin: 0.000 eV
HOMO (alpha / beta): -7.18 / -8.83 eV

The geometry in XYZ format:
```
239
Properties=species:S:1:pos:R:3:forces:R:3
C 4.084 -5.031 3.627 -0.70 -0.74 -0.88
O 3.233 -5.401 2.828 0.44 0.54 0.43
N 4.705 -3.840 3.653 0.02 1.49 0.16
C 5.626 -3.540 4.767 -0.78 -0.17 0.22
C 4.416 -2.721 2.679 0.93 -1.77 -0.01
H 4.466 -5.731 4.389 -0.01 0.16 0.16
H 5.493 -4.249 5.609 0.14 0.04 -0.77
H 5.402 -2.577 5.237 -0.01 0.08 -0.42
H 6.652 -3.549 4.419 0.29 0.03 0.05
H 3.722 -1.984 3.054 -0.40 0.00 0.18
H 5.367 -2.248 2.495 0.37 0.43 0.10
H 4.143 -3.120 1.683 -0.32 -0.03 0.81
C 1.194 0.074 -0.150 0.66 0.41 0.82
O 0.784 1.020 -0.801 -0.15 0.14 -0.51
N 0.460 -0.669 0.687 0.45 0.35 0.85
C 1.063 -1.784 1.421 -0.87 -0.97 -0.52
C -0.948 -0.388 0.904 0.22 -0.69 -0.30
H 2.265 -0.185 -0.070 0.00 -0.09 -0.46
H 0.940 -1.787 2.511 0.08 0.69 -0.15
H 2.118 -1.933 1.165 -0.33 0.29 0.04
H 0.497 -2.685 1.110 0.45 0.07 0.05
H -1.182 0.084 1.852 0.35 0.09 0.48
H -1.332 0.275 0.133 0.05 -0.30 -0.24
H -1.380 -1.383 0.903 -0.89 0.04 -0.09
C -3.602 4.595 -2.469 0.07 -0.88 -0.07
O -4.274 4.922 -1.516 -0.31 0.54 0.34
N -3.135 5.345 -3.471 -0.32 2.42 -0.04
C -2.189 4.764 -4.403 -0.81 -0.03 -0.06
C -3.368 6.877 -3.455 0.23 -2.68 0.42
H -3.312 3.540 -2.620 0.05 -0.12 0.11
H -1.149 5.038 -4.241 0.01 0.07 0.14
H -2.490 5.029 -5.402 0.15 0.26 -0.55
H -2.324 3.687 -4.355 0.35 -0.09 0.08
H -2.364 7.276 -3.372 -0.09 0.62 -0.03
H -3.912 7.209 -4.336 0.27 -0.14 -0.20
H -3.993 7.070 -2.579 0.36 0.06 -0.04
C 2.331 -4.658 -3.686 0.23 -1.23 -0.86
C 1.611 -4.016 -2.518 -0.91 1.24 1.20
C 0.335 -3.153 -2.806 1.86 -0.26 0.12
C -0.708 -4.040 -3.306 -1.75 0.33 -2.05
C -1.306 -4.764 -2.154 0.42 -0.83 1.15
C -0.267 -5.765 -1.621 0.42 -0.47 0.61
N 1.177 -5.154 -1.606 -2.85 2.13 -0.83
O 2.072 -5.801 -1.091 2.11 -1.95 1.43
C -0.746 -6.234 -0.220 0.30 0.66 0.81
C -0.203 -6.963 -2.573 0.75 0.24 -1.09
C 2.502 -2.954 -1.859 0.87 -0.48 0.86
H 2.996 -4.075 -4.360 -0.69 0.20 0.68
H 1.648 -5.252 -4.311 0.01 0.46 -0.09
H 2.961 -5.455 -3.262 0.08 0.43 0.11
H -0.073 -2.590 -1.939 0.76 -0.44 -0.11
H 0.779 -2.425 -3.462 -0.62 0.54 -0.85
H -0.355 -4.701 -4.108 0.16 -0.17 0.45
H -1.459 -3.488 -3.857 -0.58 0.45 0.06
H -2.104 -5.439 -2.428 -0.65 0.25 -0.22
H -1.664 -4.093 -1.325 0.36 -0.43 -0.84
H -0.210 -7.049 0.265 0.60 -0.01 -0.48
H -0.689 -5.390 0.511 -0.31 -0.49 -0.65
H -1.785 -6.622 -0.239 0.34 0.60 -0.39
H -1.163 -7.459 -2.747 0.01 0.24 0.16
H 0.213 -6.621 -3.544 -0.60 -0.20 0.31
H 0.518 -7.715 -2.286 0.13 -0.16 0.62
H 2.680 -2.106 -2.545 -0.25 -0.40 0.29
H 3.465 -3.265 -1.466 0.42 -0.60 -0.52
H 2.062 -2.615 -0.935 -0.68 0.46 0.07
C -0.598 -1.021 7.693 -1.12 -2.62 0.22
C -0.196 -0.012 6.672 -0.41 1.93 0.71
C -0.047 1.249 7.511 0.60 1.19 1.39
C 0.721 2.344 6.822 -0.27 0.08 -1.57
C 2.127 1.826 6.569 -0.02 0.77 0.60
C 2.195 0.607 5.640 -0.34 2.01 1.33
N 1.101 -0.264 6.102 2.28 -6.62 -2.66
O 1.279 -1.583 5.563 -1.02 4.51 1.97
C 1.987 0.935 4.183 -1.56 -1.01 -0.91
C 3.579 0.053 5.852 0.07 -1.13 -0.17
C -1.254 0.138 5.573 0.02 -0.96 -1.13
H -1.540 -0.780 8.214 0.33 0.45 -0.41
H 0.122 -1.211 8.483 0.41 0.25 -0.14
H -0.810 -2.004 7.237 0.24 0.25 0.00
H -0.999 1.572 7.930 -0.29 0.02 -0.44
H 0.559 1.063 8.430 -0.38 -0.50 -0.50
H 0.748 3.297 7.360 -0.13 -0.24 0.00
H 0.259 2.513 5.826 0.09 0.38 0.47
H 2.556 1.588 7.557 0.01 -0.24 -0.29
H 2.749 2.626 6.190 0.24 0.17 -0.38
H 1.105 1.547 3.983 -0.10 -0.06 0.36
H 2.764 1.412 3.609 0.79 0.01 0.32
H 1.757 -0.062 3.754 0.32 0.60 -0.30
H 3.790 -0.799 5.227 -0.04 -0.22 -0.57
H 4.319 0.823 5.645 -0.02 0.12 0.11
H 3.687 -0.343 6.847 0.11 0.17 0.64
H -1.186 -0.750 4.901 -0.09 0.34 0.59
H -1.123 0.974 4.882 0.26 0.25 0.36
H -2.273 0.186 5.951 0.03 0.02 0.28
C -1.814 3.833 2.537 -1.54 -0.43 1.99
C -0.748 4.084 1.591 2.92 2.46 -2.27
C -1.265 3.804 0.189 -0.26 -1.59 0.51
C -0.351 4.245 -0.897 0.77 0.41 -0.68
C -0.370 5.755 -0.773 0.17 1.20 -0.55
C 0.279 6.364 0.496 -0.03 -1.33 -0.10
N -0.281 5.593 1.606 -1.63 -0.76 3.31
O -0.209 6.067 2.825 0.26 -0.19 -1.85
C 1.806 6.209 0.556 0.48 0.31 -0.66
C -0.122 7.809 0.611 -0.80 1.17 0.53
C 0.544 3.334 1.918 0.09 -1.45 1.33
H -2.109 2.782 2.494 0.06 -0.13 -0.24
H -2.709 4.407 2.351 -0.23 0.28 -0.39
H -1.594 4.016 3.581 0.53 0.17 0.16
H -1.435 2.728 0.209 -0.06 -0.26 -0.38
H -2.242 4.274 0.046 0.05 0.00 0.12
H -0.697 3.956 -1.903 -0.25 0.06 0.39
H 0.684 3.836 -0.875 -0.63 0.15 0.40
H -1.435 6.103 -0.767 0.73 -0.25 -0.14
H 0.121 6.222 -1.631 0.00 0.11 -0.08
H 2.240 6.786 -0.267 0.01 -0.29 -0.25
H 2.269 6.669 1.430 -0.49 -0.14 0.34
H 2.147 5.164 0.506 -0.21 0.40 -0.15
H 0.459 8.364 1.342 0.19 -0.15 0.15
H -0.055 8.360 -0.318 0.44 -0.17 -0.54
H -1.172 7.974 0.899 0.22 -0.57 0.08
H 1.394 3.358 1.232 -0.41 0.48 -0.12
H 0.338 2.262 2.026 -0.31 -0.12 -0.33
H 0.897 3.563 2.946 -0.16 0.51 -0.67
C 5.549 -0.656 -2.555 -1.86 0.00 0.10
C 6.378 0.222 -1.620 0.86 -0.07 -0.95
C 6.642 1.517 -2.386 0.15 0.35 -0.66
C 7.346 2.561 -1.543 1.06 -0.51 0.25
C 6.380 2.981 -0.473 0.01 0.95 -0.81
C 5.910 1.858 0.427 0.58 0.53 -0.79
N 5.614 0.690 -0.477 -3.07 -3.23 4.07
O 4.911 -0.289 0.213 1.99 2.66 -2.22
C 6.945 1.511 1.482 0.47 -1.04 0.50
C 4.656 2.421 1.058 -0.80 0.19 -0.02
C 7.633 -0.572 -1.201 -0.61 0.13 0.84
H 4.630 -0.102 -2.828 0.28 -0.15 0.15
H 5.177 -1.615 -2.172 0.45 0.29 0.36
H 6.032 -0.868 -3.502 0.57 0.15 -0.02
H 7.126 1.374 -3.364 0.06 -0.33 0.42
H 5.637 1.925 -2.617 0.40 -0.15 -0.07
H 7.719 3.359 -2.195 -0.30 0.16 0.37
H 8.232 2.166 -1.013 -0.06 -0.09 -0.57
H 5.506 3.321 -1.034 -0.14 0.45 0.33
H 6.777 3.792 0.138 -0.12 0.06 0.01
H 7.228 2.269 2.218 -0.67 0.41 -0.31
H 6.531 0.671 2.039 0.15 -0.15 0.15
H 7.913 1.196 1.089 -0.16 -0.15 -0.34
H 4.899 3.390 1.498 0.13 -0.05 0.06
H 3.936 2.629 0.271 -0.21 -0.04 -0.15
H 4.128 1.850 1.810 0.29 -0.54 0.15
H 7.984 -1.152 -2.036 0.43 0.02 -0.41
H 7.330 -1.298 -0.439 -0.05 0.10 -0.08
H 8.417 0.041 -0.749 0.01 -0.05 -0.33
C -4.856 1.088 -3.912 -0.70 -0.66 0.06
C -5.685 -0.238 -4.130 0.61 0.86 -1.16
C -5.156 -1.399 -3.272 -1.37 0.74 -1.63
C -5.686 -1.263 -1.887 2.12 -0.81 1.20
C -7.147 -1.381 -1.889 -1.45 0.66 0.12
C -7.753 -0.115 -2.517 -0.07 -1.84 -1.07
N -7.139 -0.021 -3.887 -1.48 1.65 -0.77
O -7.785 0.769 -4.719 1.32 -1.21 1.06
C -9.255 -0.331 -2.590 -0.79 0.82 -0.50
C -7.513 1.104 -1.693 0.71 1.36 0.35
C -5.481 -0.590 -5.613 -0.73 -0.40 -0.25
H -3.834 0.898 -4.291 -0.48 0.30 0.19
H -4.820 1.345 -2.849 0.16 0.13 -0.16
H -5.357 1.905 -4.472 0.44 -0.47 0.31
H -5.621 -2.323 -3.631 0.26 -0.07 -0.42
H -4.100 -1.439 -3.520 0.34 -0.12 0.84
H -5.431 -0.315 -1.442 0.56 0.14 0.34
H -5.211 -2.077 -1.342 -0.05 0.09 0.66
H -7.633 -1.315 -0.918 0.46 -0.72 0.54
H -7.450 -2.315 -2.390 -0.26 0.45 0.02
H -9.745 -0.384 -1.613 0.54 -0.15 0.17
H -9.722 0.525 -3.062 -0.04 0.24 -0.24
H -9.581 -1.187 -3.156 0.24 -0.53 -0.28
H -7.787 2.042 -2.208 -0.40 -0.55 0.20
H -7.994 1.005 -0.723 -0.48 0.15 -0.04
H -6.481 1.276 -1.429 0.49 -0.12 -0.09
H -4.494 -0.997 -5.805 0.43 0.32 0.20
H -5.704 0.210 -6.331 0.13 -0.03 0.47
H -6.132 -1.418 -5.866 -0.43 -0.18 -0.08
C -5.330 -4.256 3.027 0.16 -1.35 -0.54
C -4.185 -3.275 3.339 -1.62 0.50 0.34
C -4.149 -2.877 4.840 -0.67 1.05 -1.01
C -3.605 -3.913 5.745 -0.60 -0.93 1.47
C -2.186 -4.158 5.363 -0.29 -0.67 -1.85
C -2.111 -4.715 3.889 1.29 0.97 0.02
N -2.897 -3.820 2.977 1.19 -0.44 -1.13
O -2.486 -3.739 1.743 -0.74 -0.08 1.36
C -0.656 -4.496 3.523 1.33 -0.77 -1.24
C -2.442 -6.176 3.638 -0.96 -0.58 0.29
C -4.472 -2.017 2.547 0.65 0.97 -0.98
H -5.317 -4.509 1.955 0.26 0.14 0.20
H -6.359 -3.923 3.196 0.37 0.44 0.42
H -5.198 -5.220 3.540 -0.10 0.31 0.03
H -3.502 -1.989 4.907 -0.26 -0.03 0.03
H -5.175 -2.573 5.097 0.30 -0.06 0.06
H -4.234 -4.813 5.666 0.24 0.01 0.26
H -3.634 -3.566 6.793 -0.24 -0.13 -0.30
H -1.569 -4.791 6.009 -0.28 0.15 0.01
H -1.772 -3.157 5.265 0.70 -0.02 0.32
H -0.347 -4.922 2.558 -0.51 -0.20 0.16
H -0.355 -3.468 3.389 -0.22 0.51 0.55
H 0.018 -4.991 4.224 -0.17 0.20 0.30
H -3.402 -6.480 4.079 0.02 0.20 -0.35
H -2.411 -6.446 2.573 -0.24 0.47 0.17
H -1.738 -6.857 4.088 0.64 0.06 0.43
H -5.462 -1.589 2.707 0.08 -0.12 0.54
H -4.388 -2.083 1.462 -0.11 -0.83 -0.07
H -3.695 -1.280 2.736 -0.04 0.37 0.50
C 1.649 3.372 -3.533 0.84 0.14 0.91
C 2.098 2.874 -4.893 0.52 -1.03 -0.37
C 3.061 1.658 -4.767 0.60 0.67 -0.11
C 2.351 0.357 -4.607 -0.67 -1.25 0.29
C 1.439 0.098 -5.813 -0.02 -0.42 1.32
C 0.291 1.084 -5.753 0.87 -0.56 -0.03
N 0.879 2.418 -5.619 -2.84 4.54 -1.71
O -0.047 3.435 -5.817 3.00 -3.06 0.44
C -0.454 0.828 -7.051 -0.85 0.77 -0.75
C -0.590 0.922 -4.515 -0.23 0.66 -0.25
C 2.886 3.948 -5.665 -0.45 0.87 -0.41
H 2.500 3.845 -3.013 -0.11 -0.02 -0.25
H 1.358 2.559 -2.866 -0.24 -0.07 -0.14
H 0.856 4.111 -3.581 -0.08 -0.04 -0.25
H 3.640 1.591 -5.696 0.19 0.22 0.19
H 3.740 1.916 -3.927 -0.21 -0.37 -0.46
H 1.769 0.410 -3.677 -0.05 -0.25 -0.22
H 2.950 -0.549 -4.499 0.73 0.36 0.12
H 0.984 -0.901 -5.789 0.20 0.06 0.30
H 1.976 0.115 -6.765 0.11 0.42 0.07
H -1.435 1.326 -7.168 0.63 0.23 0.18
H 0.182 1.039 -7.945 -0.52 -0.11 0.75
H -0.711 -0.229 -7.035 0.17 -0.21 -0.16
H -1.267 0.085 -4.598 -0.17 -0.39 0.04
H -0.055 0.912 -3.560 -0.08 -0.20 -0.26
H -1.148 1.855 -4.551 -0.52 -0.16 0.33
H 3.097 3.696 -6.709 -0.25 -0.35 0.14
H 3.865 4.196 -5.231 -0.32 -0.46 0.34
H 2.342 4.898 -5.696 -0.14 -0.15 0.05
```
Positions in Å, forces in eV/Å.

Atom charges from the Löwdin analysis, given in e for atoms 1 to 99: C -0.364; O 0.002; N -0.160; C -0.057; C -0.012; H 0.128; H 0.090; H 0.070; H 0.080; H 0.064; H 0.068; H 0.092; C -0.345; O -0.008; N -0.160; C -0.043; C -0.023; H 0.124; H 0.071; H 0.068; H 0.091; H 0.076; H 0.082; H 0.074; C -0.402; O 0.004; N -0.154; C -0.074; C 0.019; H 0.123; H 0.070; H 0.089; H 0.062; H 0.075; H 0.078; H 0.077; C -0.024; C -0.436; C -0.143; C -0.222; C -0.142; C -0.425; N -0.148; O 0.002; C -0.033; C -0.035; C -0.033; H 0.096; H 0.066; H 0.091; H 0.134; H 0.102; H 0.109; H 0.109; H 0.114; H 0.137; H 0.080; H 0.063; H 0.094; H 0.091; H 0.072; H 0.081; H 0.080; H 0.081; H 0.048; C -0.045; C -0.535; C -0.161; C -0.175; C -0.146; C -0.509; N -0.025; O -0.045; C -0.008; C -0.032; C -0.005; H 0.102; H 0.092; H 0.077; H 0.127; H 0.131; H 0.122; H 0.106; H 0.124; H 0.121; H 0.053; H 0.076; H 0.079; H 0.051; H 0.099; H 0.090; H 0.082; H 0.070; H 0.088; C -0.046; C -0.455; C -0.150; C -0.183; C -0.129